Entry from the Open Molecules 2025 dataset: C24H26AuClF2N4O2 as an isolated structure (the ωB97M-V functional and the def2-TZVPD basis).

```
60
Properties=species:S:1:pos:R:3:forces:R:3
Au 1.171446 -0.355958 -0.422090 -0.123 -0.047 -0.121
N -2.576760 -2.147908 4.053870 -0.009 0.009 0.003
C -1.585585 -1.961731 2.918302 0.032 -0.001 -0.016
C -0.171206 -2.086023 3.469846 0.009 -0.028 -0.025
C 0.856480 -1.977990 2.331848 -0.042 0.016 -0.015
N 0.943242 -0.599866 1.781153 0.143 -0.039 0.100
C 0.536267 -3.002749 1.245627 0.021 0.026 0.003
C -0.878135 -2.863387 0.681960 -0.060 -0.046 0.064
N -1.040489 -1.619338 -0.093339 0.097 0.103 0.027
C -1.895152 -2.981856 1.830975 0.049 0.013 -0.024
H -2.425509 -1.460964 4.795416 0.003 0.005 0.005
H -2.495198 -3.080000 4.467860 -0.001 -0.002 0.000
H -3.535805 -2.037729 3.717098 -0.005 0.008 -0.007
H -1.782506 -0.950123 2.552594 -0.028 0.014 -0.006
H -0.042429 -3.062711 3.949143 -0.006 0.004 -0.001
H 0.021221 -1.319307 4.225499 -0.002 0.009 -0.003
H 1.838716 -2.213173 2.741606 -0.007 -0.011 0.000
H 1.626634 -0.056436 2.299253 0.010 -0.026 0.001
H 0.077887 -0.064543 1.858971 -0.036 0.072 -0.053
H 0.649205 -4.001844 1.674755 -0.008 -0.007 0.001
H 1.261703 -2.922681 0.434502 0.007 -0.004 0.006
H -1.048152 -3.701262 0.006314 -0.001 0.006 -0.006
H -1.585440 -0.906048 0.391624 -0.073 -0.044 -0.022
H -1.487085 -1.799796 -0.982977 0.015 0.006 -0.013
H -1.831740 -3.995302 2.243133 -0.001 0.006 0.008
H -2.907730 -2.837971 1.445565 -0.005 0.009 0.000
F -1.053427 0.575228 -5.199757 -0.006 0.001 -0.006
C 0.077424 0.483205 -4.490975 0.000 -0.012 0.009
C -0.003169 0.139400 -3.150246 0.005 0.006 -0.031
C 1.162595 0.054074 -2.412712 -0.023 -0.020 0.045
C 2.413269 0.307489 -2.998298 -0.019 0.027 -0.066
C 2.423181 0.642719 -4.351295 -0.022 -0.007 0.013
F 3.580704 0.902727 -4.975449 0.008 -0.004 0.004
C 1.277451 0.736372 -5.117180 0.002 -0.003 0.016
C 3.610474 0.221021 -2.138052 0.011 -0.007 0.008
C 4.931799 0.396655 -2.545163 0.004 -0.004 0.021
C 5.952344 0.287020 -1.617029 -0.004 -0.002 0.004
C 5.657628 0.002151 -0.292103 0.001 -0.004 -0.004
C 4.331558 -0.163822 0.046233 0.016 -0.002 -0.003
N 3.350648 -0.056772 -0.846944 0.077 0.040 0.038
H -0.977945 -0.049370 -2.719394 -0.011 0.006 -0.007
H 1.331187 0.998622 -6.163655 -0.001 0.001 -0.004
H 5.160905 0.614180 -3.573878 -0.012 0.000 -0.005
H 6.978159 0.423503 -1.931839 0.002 -0.001 0.002
H 6.429266 -0.091613 0.457682 0.004 0.003 -0.001
H 4.034699 -0.391946 1.062637 0.006 0.004 0.005
Cl -4.808503 6.118300 -1.471220 0.019 -0.023 0.010
C -3.963868 4.842898 -0.798087 -0.035 0.016 0.002
C -2.664230 4.535980 -1.280101 0.083 -0.038 -0.014
C -1.986309 3.498988 -0.715989 0.017 0.053 -0.102
C -2.580888 2.738881 0.323242 0.023 -0.020 0.066
C -3.877505 3.050960 0.794348 -0.103 0.059 0.018
C -4.569062 4.088855 0.248039 -0.001 -0.055 0.052
C -1.792975 1.590691 0.928653 -0.137 -0.108 -0.118
O -2.463900 0.652375 1.427514 0.048 0.045 -0.031
O -0.562721 1.696043 0.831649 0.074 -0.027 0.178
H -2.242848 5.132672 -2.076987 -0.004 0.007 -0.001
H -0.987458 3.230086 -1.031146 0.005 0.012 -0.012
H -4.299732 2.441421 1.580312 -0.005 0.001 0.004
H -5.562631 4.357702 0.578659 -0.001 0.004 0.003
```
Positions in Å, forces in eV/Å.

For the relative energy (zero: lowest compared OMol25 entry of this formula, charge and spin), the calculation gives 0.0 kJ/mol. Its highest occupied orbital energy (alpha / beta) is -12.3 / -13.0 eV. As for the spin multiplicity: 3. The value obtained for the maximum force is 0.211 eV/A. As for the charge: +2. The total energy is -2094.70337 a.u. As for the HOMO-LUMO gap (alpha / beta): 0.25023 / 0.14013 Ha.


Entry from the Open Molecules 2025 dataset: C24H26AuN4OS as an isolated structure at a distorted geometry (the ωB97M-V functional and the def2-TZVPD basis).

```
57
Properties=species:S:1:pos:R:3:forces:R:3
Au 0.227480 0.208383 0.106560 -0.516 -0.957 0.959
C -1.793831 -2.247005 -0.988769 -0.151 0.035 0.207
N -0.437365 -1.779109 -0.716910 0.166 0.723 -0.770
C 0.593254 -2.492608 -1.008762 0.199 -0.051 0.164
C 1.886486 -1.972138 -0.736075 -0.152 -0.074 -0.150
C 3.184988 -2.383044 -0.997565 0.009 0.117 0.003
C 4.025386 -1.323828 -0.620404 -0.034 -0.003 0.014
C 3.220258 -0.303921 -0.134817 0.037 -0.144 0.097
N 1.930283 -0.699654 -0.212673 0.115 0.069 0.242
C -2.531167 -2.567367 0.292125 -0.052 -0.005 -0.058
C -2.835655 -3.882656 0.614260 0.059 -0.012 0.023
C -3.522451 -4.180577 1.783820 0.002 -0.018 -0.008
C -3.908052 -3.162616 2.640218 -0.005 0.018 0.021
C -3.611814 -1.843593 2.321416 -0.003 -0.014 0.008
C -2.927836 -1.547838 1.153855 -0.029 -0.074 -0.011
H -1.744491 -3.133729 -1.625749 -0.007 0.016 -0.007
H -2.320727 -1.464243 -1.537774 0.041 -0.001 -0.009
H 0.482314 -3.482829 -1.447978 -0.049 -0.006 0.059
H 3.472401 -3.324232 -1.434865 0.029 -0.022 -0.012
H 5.098954 -1.290785 -0.682134 0.032 -0.024 0.001
H 3.498253 0.645482 0.290704 -0.016 0.044 -0.010
H -2.538584 -4.683684 -0.052078 -0.012 -0.012 -0.022
H -3.764290 -5.208096 2.018725 0.014 -0.016 0.010
H -4.446617 -3.393561 3.549257 -0.017 -0.006 0.003
H -3.937034 -1.042888 2.973977 0.025 -0.002 0.014
H -2.717103 -0.519929 0.898568 -0.038 0.061 -0.026
C -0.492059 0.430511 5.699019 0.019 0.014 -0.006
C 0.210624 1.625320 5.071319 0.011 -0.070 0.026
N -0.597703 2.282275 4.039865 -0.006 0.044 -0.046
C -1.566126 3.303807 4.480063 -0.058 0.027 0.012
C -3.002253 2.803120 4.513271 0.021 -0.004 0.007
C -0.516414 1.967277 2.757172 -0.184 -0.165 -0.035
S 0.613971 0.685979 2.362470 0.432 0.463 -0.603
N -1.287224 2.664783 1.920311 0.230 0.107 -0.062
C -1.662744 2.343536 0.710896 -0.025 0.039 0.080
O -1.493222 1.207248 0.111859 0.016 -0.043 -0.205
C -2.442988 3.340714 -0.049924 -0.114 -0.065 0.035
C -2.640279 3.171096 -1.420404 0.002 0.003 0.023
C -3.381014 4.098925 -2.131180 0.003 -0.006 0.012
C -3.938678 5.188828 -1.476539 -0.003 -0.006 -0.012
C -3.746497 5.360588 -0.112083 0.006 0.007 0.018
C -2.998817 4.441921 0.601465 0.034 -0.001 -0.017
H 0.133643 0.013478 6.486587 0.012 -0.022 0.005
H -0.675755 -0.348614 4.959255 -0.022 -0.002 -0.010
H -1.442757 0.720520 6.143037 -0.003 0.005 0.027
H 1.158876 1.322134 4.626904 0.027 0.039 0.035
H 0.441535 2.380473 5.821768 -0.014 0.001 -0.015
H -1.475944 4.156709 3.809598 0.015 -0.016 0.009
H -1.246158 3.616102 5.472679 0.002 0.002 -0.010
H -3.310601 2.440732 3.533914 -0.011 0.013 -0.014
H -3.662447 3.622624 4.795382 -0.013 0.005 0.010
H -3.132117 2.002665 5.239769 -0.002 -0.016 0.002
H -2.207349 2.318407 -1.922986 -0.007 -0.020 -0.004
H -3.527304 3.971439 -3.194606 -0.004 0.000 -0.014
H -4.528329 5.906134 -2.031232 0.007 0.015 -0.011
H -4.182180 6.210622 0.394445 -0.009 0.008 0.002
H -2.841833 4.563213 1.663274 -0.008 -0.001 0.018
```
Positions in Å, forces in eV/Å.

For the relative energy (zero: lowest compared OMol25 entry of this formula, charge and spin), the calculation gives 54.1 kJ/mol. Its highest occupied orbital energy is -11.3 eV. The value obtained for the maximum force is 1.450 eV/A. As for the charge: +1. The total energy is -1758.04375 a.u. As for the HOMO-LUMO gap: 0.22331 Ha.


Entry from the Open Molecules 2025 dataset: C24H26BClF4IN4PPd as an isolated structure (the ωB97M-V functional and the def2-TZVPD basis).

```
63
Properties=species:S:1:pos:R:3:forces:R:3
Pd 0.101487 0.578007 -0.478867 -0.125 0.806 -0.238
Cl -1.471599 -0.228621 1.262000 -0.243 0.008 0.093
C -2.366906 1.182697 1.774976 0.161 -0.231 -0.088
C -3.455274 0.939596 2.602397 0.037 0.077 -0.022
C -4.178300 2.003887 3.111596 -0.024 -0.019 0.014
C -3.799469 3.299381 2.784553 -0.005 -0.031 0.015
C -2.722090 3.515609 1.940658 -0.031 0.047 -0.033
C -1.978150 2.466237 1.388815 0.116 0.036 0.002
P -0.574244 2.698976 0.173216 0.074 -0.372 0.536
C -0.727603 4.571910 0.031377 0.061 -0.179 -0.410
C -1.730505 5.029717 -0.830399 -0.064 0.019 0.012
C -1.850164 6.367708 -1.163405 0.008 0.012 0.009
C -0.933998 7.291833 -0.670608 -0.014 0.011 0.001
C 0.078732 6.855287 0.168507 -0.024 0.000 0.009
C 0.178529 5.511821 0.516393 -0.037 0.025 0.166
C 0.855993 2.702664 1.355252 -0.009 0.032 -0.026
C 0.741351 2.532636 2.732741 -0.020 0.017 0.034
C 1.866409 2.533059 3.550639 0.001 0.013 -0.013
C 3.126889 2.721110 3.005164 0.001 0.012 0.036
C 3.253810 2.894149 1.630710 0.016 0.031 -0.014
C 2.135096 2.875715 0.813585 0.000 -0.031 0.024
H -3.710420 -0.085886 2.833332 -0.014 0.004 0.031
H -5.023156 1.819388 3.764261 -0.009 0.011 -0.008
H -4.336869 4.147447 3.191934 -0.022 0.004 -0.007
H -2.451102 4.535477 1.702592 0.026 -0.004 0.011
H -2.428964 4.311648 -1.249702 0.035 -0.025 -0.018
H -2.643499 6.687439 -1.829422 0.002 0.011 0.001
H -1.004978 8.336893 -0.948798 -0.004 0.001 0.005
H 0.802656 7.561434 0.560001 -0.002 0.005 -0.006
H 0.968724 5.202264 1.188925 0.021 -0.020 -0.045
H -0.234973 2.391857 3.181277 0.001 0.000 -0.005
H 1.750543 2.382111 4.617971 0.012 -0.006 0.003
H 4.003808 2.716489 3.642047 0.006 -0.007 -0.006
H 4.232439 3.026593 1.183813 0.008 -0.016 0.008
H 2.249761 2.963017 -0.261205 -0.001 -0.021 -0.008
C 2.211147 -0.799925 2.140743 0.014 0.043 -0.017
N 3.160904 -1.702123 2.824488 0.020 0.011 -0.003
C 2.478189 -2.982947 3.036764 -0.001 -0.006 0.026
N 1.997898 -3.592517 1.800626 0.002 0.008 0.006
C 1.077216 -2.637705 1.147934 -0.007 0.021 0.076
N 1.739912 -1.360207 0.887273 -0.150 -0.040 -0.016
C 2.879413 -1.592414 0.008026 0.002 0.016 -0.045
N 3.848560 -2.522242 0.624803 0.017 -0.002 0.016
C 4.273733 -1.942163 1.897488 0.012 0.012 -0.002
C 3.145718 -3.776108 0.910805 0.010 -0.028 -0.004
H 2.705473 0.153799 1.942702 -0.011 -0.018 0.009
H 1.356096 -0.617522 2.797134 0.008 -0.014 0.002
H 1.624979 -2.815637 3.699943 0.006 -0.006 0.001
H 3.174924 -3.673333 3.526017 -0.002 0.006 0.000
H 0.225257 -2.471984 1.811144 -0.007 -0.008 -0.015
H 0.707596 -3.059232 0.215145 0.016 -0.022 -0.030
H 3.368315 -0.640956 -0.207704 -0.009 -0.010 -0.004
H 2.519791 -2.004968 -0.935113 0.012 -0.004 0.007
H 4.769985 -0.988723 1.698459 0.006 -0.006 0.006
H 4.987986 -2.620799 2.377340 -0.005 0.000 -0.003
H 3.848549 -4.473222 1.381804 -0.005 -0.001 -0.011
H 2.791967 -4.204325 -0.028540 -0.002 0.003 0.000
I 1.924166 1.063013 -2.542859 0.190 -0.009 -0.125
F -0.326245 -3.817855 -1.600368 0.026 0.014 0.001
B -1.574736 -3.163857 -1.437773 0.007 -0.117 0.050
F -2.030785 -3.393800 -0.115176 0.000 0.007 0.037
F -2.498541 -3.712317 -2.349643 -0.064 0.002 -0.031
F -1.429543 -1.790046 -1.650416 -0.020 -0.075 0.001
```
Positions in Å, forces in eV/Å.

For the relative energy (zero: lowest compared OMol25 entry of this formula, charge and spin), the calculation gives 55.4 kJ/mol. Its highest occupied orbital energy is -0.5 eV. The value obtained for the maximum force is 0.850 eV/A. As for the charge: -2. The total energy is -2800.93943 a.u. As for the HOMO-LUMO gap: 0.17730 Ha.


Entry from the Open Molecules 2025 dataset: C24H26BF10GeHfN9OSSeTe as an isolated structure at a distorted geometry (the ωB97M-V functional and the def2-TZVPD basis).

```
76
Properties=species:S:1:pos:R:3:forces:R:3
Hf 1.588251 0.918848 -1.386786 1.029 0.991 -0.846
C -0.708275 -0.066045 2.286344 0.006 -0.085 -0.025
C 0.371060 -0.140577 1.414198 0.038 0.023 0.121
N 0.104874 0.530176 0.289969 -0.461 -0.150 0.245
N -1.148355 1.045780 0.423970 -0.052 -0.136 -0.197
C -1.654200 0.688852 1.609502 0.021 0.137 0.115
B -1.714857 1.837979 -0.806364 0.177 -0.079 0.176
N -0.790979 3.048098 -1.060079 -0.124 -0.021 -0.337
C -1.028148 4.349021 -0.825036 0.017 0.000 -0.003
C 0.067620 5.076442 -1.240728 -0.004 0.008 0.003
C 0.963667 4.123617 -1.716012 -0.043 0.025 -0.012
N 0.439991 2.902431 -1.617840 -0.109 0.122 0.411
N -1.628233 0.869535 -2.033601 -0.064 -0.055 -0.007
C -2.629203 0.407548 -2.800459 0.001 0.005 0.029
C -2.087008 -0.334529 -3.833102 -0.002 -0.016 0.010
C -0.710362 -0.265899 -3.624371 0.066 -0.012 -0.032
N -0.441637 0.441571 -2.527346 0.013 -0.041 0.185
N -3.132926 2.315993 -0.643835 -0.057 0.038 0.086
C -3.819494 3.068461 -1.546118 -0.005 0.024 0.011
C -5.052022 3.341235 -1.017094 0.004 -0.009 -0.008
C -5.034062 2.709292 0.241602 -0.014 -0.009 0.007
N -3.886496 2.098220 0.463480 -0.042 -0.015 -0.082
H -0.790491 -0.474453 3.279081 0.005 0.004 -0.012
H 1.336592 -0.602103 1.534999 0.054 -0.043 -0.003
H -2.640560 1.020224 1.884178 0.010 -0.035 -0.010
H -1.955335 4.669882 -0.380443 0.003 0.003 -0.007
H 0.199004 6.142764 -1.200002 -0.002 0.000 0.001
H 1.959332 4.253492 -2.106319 0.011 -0.026 0.017
H -3.653895 0.648498 -2.573142 -0.002 0.005 -0.008
H -2.610243 -0.812099 -4.642533 -0.001 0.011 -0.011
H 0.095916 -0.657385 -4.224215 0.016 -0.001 0.009
H -3.375064 3.359707 -2.484701 0.000 -0.002 -0.001
H -5.845278 3.913811 -1.464060 -0.001 0.002 0.000
H -5.808809 2.679702 0.990936 0.000 0.002 -0.001
F 0.041300 5.750843 5.032381 -0.015 0.018 0.012
C 0.765514 4.788771 4.495603 0.036 -0.022 0.013
C 1.711134 4.121697 5.266195 -0.040 0.022 -0.046
F 1.872897 4.459612 6.538188 0.014 0.005 0.024
C 2.461011 3.117108 4.695681 0.019 -0.032 -0.034
F 3.349236 2.497239 5.451734 0.001 0.002 0.008
C 2.298645 2.729404 3.344924 -0.035 0.070 0.099
S 3.218004 1.483102 2.661267 0.016 -0.051 -0.058
C 1.327376 3.439063 2.606499 -0.009 -0.008 -0.032
F 1.116116 3.139258 1.330396 -0.025 -0.020 0.046
C 0.574590 4.446541 3.161826 -0.008 -0.016 -0.006
F -0.340383 5.093021 2.442935 -0.009 0.003 -0.017
N 1.071316 -2.982444 -2.596346 0.137 0.794 0.191
C 0.470162 -2.476174 -1.745280 -0.555 -1.527 -0.338
C 2.285531 -3.781724 2.246041 0.036 0.085 0.003
Ge 1.179556 -4.806148 1.025955 0.118 -0.186 0.044
C 2.138329 -5.163577 -0.625959 0.020 0.076 -0.002
C 0.500411 -6.444412 1.823586 -0.084 0.011 0.013
C -0.501372 -3.681312 0.812915 -0.006 0.035 -0.096
Se -1.131583 -2.911720 -0.841169 0.032 0.655 0.337
C -1.533433 -4.532446 -1.812684 0.029 -0.027 -0.081
H 3.050962 -4.437711 2.661542 0.005 0.004 0.002
H 1.708876 -3.371619 3.075812 -0.003 -0.017 -0.013
H 2.790325 -2.968280 1.722710 -0.035 0.017 0.004
H 2.886043 -5.927120 -0.407046 -0.006 0.004 0.068
H 2.660876 -4.265739 -0.949375 0.030 -0.065 -0.088
H 1.527624 -5.543008 -1.443122 -0.007 0.027 -0.014
H 1.331110 -7.115788 2.040564 0.011 0.013 -0.002
H -0.181208 -6.962354 1.147718 0.007 -0.002 -0.004
H -0.023678 -6.243107 2.758174 0.005 -0.001 -0.002
H -0.459421 -2.824109 1.479416 0.012 0.118 0.105
H -1.371398 -4.279456 1.103236 -0.009 0.015 -0.027
H -0.627505 -5.117516 -1.927760 0.008 -0.006 0.044
H -1.951450 -4.243147 -2.772892 0.015 0.009 -0.005
H -2.273813 -5.048764 -1.203389 -0.029 0.008 -0.026
F 4.336136 -2.640048 -4.368523 -0.111 0.151 0.046
Te 3.301455 -1.216168 -3.533173 0.572 -0.012 -0.017
F 2.901738 2.203169 -0.845153 0.089 0.066 0.056
F 2.575012 -0.564881 -0.546949 -0.447 -0.501 0.130
F 2.681322 -0.983457 -5.273704 -0.059 0.094 0.053
F 4.918009 -0.306741 -3.554200 -0.213 0.210 -0.107
O 2.364251 0.462055 -3.142647 0.009 -0.686 -0.109
```
Positions in Å, forces in eV/Å.

For the relative energy (zero: lowest compared OMol25 entry of this formula, charge and spin), the calculation gives 114.0 kJ/mol. Its highest occupied orbital energy (alpha / beta) is -11.1 / -11.4 eV. As for the spin multiplicity: 2. The value obtained for the maximum force is 1.660 eV/A. As for the charge: +1. The total energy is -7714.29356 a.u. As for the HOMO-LUMO gap (alpha / beta): 0.22477 / 0.23461 Ha.